Here is 13 unconnected molecules or ions with the total composition C51H123O25P in a non-equilibrium geometry from the OMol25 dataset. Energies are from ωB97M-V/def2-TZVPD.

Lowest unoccupied orbital energy (eV): 0.5568
Orbital gap (hartree): 0.355

```
200
Properties=species:S:1:pos:R:3:forces:R:3
C -0.94747 2.21184 -2.43233 0.243 -0.109 -0.031
O -1.56024 0.92013 -2.26278 -0.097 -1.344 1.507
P -0.96041 -0.16812 -1.21601 0.100 0.873 -0.589
O 0.37046 -0.68348 -1.60614 -0.480 0.347 0.703
O -2.12143 -1.24028 -1.14238 0.443 0.604 -0.384
C -1.94271 -2.41439 -0.33918 -0.250 -0.301 0.858
O -1.02001 0.47023 0.27566 -0.337 -0.681 -1.179
C -0.01877 1.31647 0.78211 0.399 0.859 0.638
H -0.45845 2.56452 -1.52320 0.028 -0.121 0.027
H -1.71389 2.94261 -2.67797 -0.109 -0.220 -0.075
H -0.22810 2.12436 -3.24410 0.040 0.234 0.041
H -2.67767 -2.35569 0.46208 -0.099 -0.083 -0.097
H -0.97591 -2.51904 0.15741 0.240 0.422 -0.321
H -2.08607 -3.32995 -0.90795 -0.165 0.277 -0.333
H -0.41079 2.32808 0.92089 -0.126 0.027 -0.447
H 0.86658 1.35707 0.14744 0.022 -0.142 0.079
H 0.24159 1.03021 1.80257 0.181 -0.496 -0.206
C -2.80487 6.66033 -5.85527 0.722 -0.377 0.183
O -1.51471 6.07202 -5.75457 -0.302 -0.329 -0.072
C -1.04678 5.84432 -4.43105 0.364 0.767 -0.873
C 0.33807 5.20213 -4.54908 -0.730 0.294 0.716
O 0.19775 3.89998 -5.04801 -0.294 -0.011 -0.472
C 1.42078 3.24815 -5.34861 -0.137 1.079 0.260
H -3.15252 6.38622 -6.84856 -0.284 0.160 0.056
H -2.76244 7.74792 -5.75093 0.053 0.101 -0.031
H -3.47462 6.27613 -5.08168 -0.137 -0.143 -0.078
H -1.76385 5.27557 -3.83531 0.096 -0.290 -0.054
H -0.95091 6.84307 -3.99007 0.240 -0.097 0.505
H 0.80334 5.19811 -3.55574 -0.014 -0.133 0.186
H 0.96552 5.87192 -5.14514 0.020 -0.265 -0.483
H 2.00556 3.86318 -6.04121 0.061 -0.050 -0.091
H 1.19259 2.30092 -5.83005 0.096 -0.159 0.358
H 1.98153 3.19573 -4.40945 0.298 -0.617 -0.146
C -0.70365 -9.50695 -1.03917 0.176 0.308 0.019
O -0.19940 -8.18416 -0.88195 0.266 -0.236 -0.399
C -0.71102 -7.50183 0.23358 -0.060 -0.068 0.236
C -0.01963 -6.17239 0.53518 -0.636 -0.422 -0.765
O -0.40431 -5.11782 -0.33335 0.813 -0.554 0.626
C 0.23819 -5.20167 -1.60136 -1.383 1.031 -0.230
H -0.48921 -10.13684 -0.17250 0.151 0.063 0.136
H -0.21191 -9.92581 -1.91361 0.034 0.004 0.015
H -1.78370 -9.54844 -1.20317 -0.120 0.284 -0.015
H -0.56146 -8.12144 1.12687 -0.269 -0.096 0.100
H -1.77749 -7.31628 0.06122 -0.132 0.011 0.331
H 1.06253 -6.32053 0.48188 0.088 0.100 0.343
H -0.37684 -5.88897 1.52632 0.345 0.082 0.125
H 1.31494 -5.37473 -1.59664 -0.038 -0.246 0.376
H 0.04415 -4.19539 -1.98469 0.287 -0.164 -0.511
H -0.31378 -5.93366 -2.19368 0.476 -0.096 -0.277
C 6.63356 0.09637 -1.96312 -0.792 0.467 0.514
O 7.12398 -0.88730 -2.83106 0.396 -0.265 -0.336
C 6.75031 -2.22961 -2.53890 -1.061 0.852 0.549
C 5.31457 -2.54634 -2.93616 -0.472 -1.049 -0.620
O 4.33833 -2.15189 -1.98738 0.754 0.537 -0.050
C 3.04419 -2.62048 -2.24879 -0.457 -0.107 0.373
H 5.54905 0.04820 -1.81996 -0.092 -0.159 -0.273
H 6.85272 1.08266 -2.37061 0.178 -0.143 -0.250
H 7.03393 0.08718 -0.94229 0.445 -0.424 -0.049
H 6.84123 -2.37724 -1.45918 0.203 -0.352 0.051
H 7.40276 -2.89581 -3.09734 0.191 0.130 0.042
H 5.18650 -3.62432 -3.10836 0.381 -0.300 0.419
H 5.12188 -2.18902 -3.95546 -0.148 0.768 0.146
H 2.95580 -3.70326 -2.09927 0.278 -0.160 -0.285
H 2.67384 -2.34340 -3.23759 0.171 -0.025 -0.120
H 2.37062 -2.18041 -1.51275 0.070 0.260 -0.111
C -1.36667 -0.75720 3.52257 0.062 -0.710 -0.033
O -0.76435 -1.61675 4.49086 0.273 0.881 0.487
C -1.50002 -2.75151 4.86975 0.914 -0.704 -0.255
C -1.66330 -3.70898 3.67270 -0.174 0.984 0.186
O -2.73882 -3.25651 2.86386 -0.489 -1.462 0.049
C -3.26776 -4.34683 2.07694 0.202 1.040 0.489
H -1.23390 -1.23615 2.55068 -0.382 0.249 -0.228
H -0.85477 0.20400 3.50116 0.153 -0.074 0.322
H -2.41823 -0.58560 3.75104 -0.063 -0.032 -0.132
H -2.40174 -2.51298 5.44257 -0.500 0.083 -0.684
H -0.88059 -3.24579 5.62453 0.226 -0.084 -0.177
H -1.76593 -4.75309 3.98377 -0.367 0.012 0.147
H -0.75808 -3.65648 3.05496 0.307 -0.014 0.230
H -4.19898 -3.96216 1.66852 0.050 -0.274 -0.342
H -3.46406 -5.22381 2.69706 -0.085 0.003 0.131
H -2.54689 -4.62571 1.30494 -0.092 -0.007 -0.218
C -5.26131 -7.86659 -3.27063 -0.497 1.049 -0.230
O -5.65888 -7.65766 -1.92302 0.983 -0.415 -0.205
C -4.62824 -7.16582 -1.07008 -1.049 -0.134 1.232
C -4.23064 -5.72433 -1.22471 0.257 1.007 -1.428
O -5.18863 -4.74911 -0.86830 -0.202 0.089 1.112
C -6.47306 -4.78933 -1.49087 1.095 0.122 -0.271
H -4.94170 -6.90652 -3.68806 0.180 -0.071 -0.174
H -6.16264 -8.14074 -3.81656 0.043 -0.212 0.058
H -4.47438 -8.59787 -3.46546 0.031 -0.198 0.514
H -3.76187 -7.82257 -0.95022 0.164 -0.110 -0.762
H -5.09273 -7.23076 -0.08054 -0.058 0.067 0.087
H -3.90684 -5.43740 -2.23585 -0.074 -0.591 -0.360
H -3.32023 -5.51033 -0.66059 -0.214 -0.148 0.482
H -6.93997 -3.82498 -1.30122 -0.078 -0.099 0.288
H -7.05913 -5.62215 -1.10796 -0.187 0.032 -0.229
H -6.31038 -4.83597 -2.57178 -0.341 -0.359 -0.120
C 2.52136 1.74141 3.73033 0.206 0.062 -0.796
O 2.66962 2.78605 4.65910 -0.232 0.324 -0.075
C 3.94504 3.37728 4.75105 0.317 0.050 0.621
C 3.90068 4.42727 5.85506 -0.196 0.154 -0.071
O 2.99524 5.44795 5.50000 -0.741 0.499 0.274
C 2.83237 6.38941 6.55985 0.365 -0.573 -0.030
H 2.51666 2.06162 2.67869 0.105 0.542 -0.001
H 1.53584 1.29902 3.86787 0.165 -0.245 0.413
H 3.32445 1.00144 3.75080 -0.132 -0.207 0.509
H 4.32217 3.83710 3.83327 -0.368 -0.064 -0.312
H 4.66240 2.60820 5.05752 0.220 -0.023 -0.058
H 4.84444 4.95381 6.04075 0.468 -0.613 -0.227
H 3.62878 3.92712 6.79211 -0.277 0.057 0.041
H 3.80527 6.52505 7.04076 0.021 0.354 0.080
H 2.14291 6.03811 7.33200 -0.086 -0.246 -0.042
H 2.45501 7.34228 6.19714 0.095 -0.096 -0.344
C 2.39278 3.56174 -1.17336 0.109 0.749 1.182
O 3.68868 4.03439 -1.46999 0.145 -0.097 -1.182
C 4.68669 3.45766 -0.66219 0.513 0.682 0.671
C 6.08507 3.89983 -1.09446 -0.661 0.395 -1.257
O 6.19155 5.32851 -1.12786 0.381 -0.627 -0.348
C 7.42662 5.67690 -1.75573 -0.424 0.791 0.553
H 2.25522 2.48211 -1.27468 0.270 -0.109 -0.004
H 1.60802 4.06511 -1.73731 0.448 0.117 -0.527
H 2.22546 3.90361 -0.14374 -0.444 -0.598 0.300
H 4.61498 2.36814 -0.71916 0.148 -0.130 0.242
H 4.58281 3.81784 0.36847 -0.415 -0.302 0.222
H 6.20725 3.47735 -2.09891 0.217 0.277 -0.269
H 6.91637 3.50075 -0.50943 -0.313 -0.285 0.484
H 8.24171 5.18126 -1.22563 0.231 -0.272 -0.431
H 7.60910 6.74788 -1.64850 -0.331 0.034 0.341
H 7.40792 5.53950 -2.83823 0.077 -0.687 0.014
C -2.39952 0.68204 6.33914 -0.439 -0.154 -0.826
O -3.64122 0.87964 5.66878 0.344 0.880 -0.252
C -4.02981 2.23968 5.60938 -0.140 0.690 0.284
C -2.93746 3.29048 5.34661 -0.227 -0.680 -1.518
O -2.34740 2.90432 4.09743 0.120 -0.838 -0.339
C -1.12187 3.54078 3.87277 0.385 0.935 0.917
H -2.38672 1.21689 7.29092 0.002 -0.488 0.321
H -1.54996 1.03340 5.74623 -0.067 0.129 -0.093
H -2.33807 -0.40357 6.35147 0.352 0.077 0.788
H -4.56173 2.51234 6.52790 0.101 0.048 0.224
H -4.76067 2.36179 4.81000 0.042 -0.333 -0.149
H -2.19050 3.41921 6.13228 0.048 -0.204 0.051
H -3.39435 4.25608 5.10989 -0.288 0.144 0.704
H -0.66267 3.44892 2.88898 -0.699 -0.522 -0.284
H -0.37291 3.17351 4.58502 0.087 0.223 0.087
H -1.29027 4.61527 4.02794 0.454 0.103 0.056
C 3.53527 -0.45767 0.87394 0.599 -0.742 0.785
O 2.99343 -0.92448 2.10417 0.175 0.446 -0.212
C 1.86461 -1.75126 1.94485 0.905 -0.350 0.975
C 2.27487 -3.18147 1.54663 -1.203 0.150 -0.856
O 3.28327 -3.74448 2.33594 0.149 -0.165 -0.277
C 2.80437 -4.33271 3.52010 0.009 0.822 0.427
H 2.75049 -0.00230 0.26641 0.219 0.251 -0.175
H 4.03995 -1.26198 0.33108 -0.356 -0.122 -0.259
H 4.35926 0.18783 1.18121 -0.325 0.557 -0.282
H 1.16054 -1.23864 1.28142 -0.257 -0.565 -0.250
H 1.45570 -1.81037 2.95758 -0.360 0.101 -0.116
H 2.55186 -3.24472 0.49192 0.503 0.181 0.106
H 1.36994 -3.80508 1.58403 -0.141 -0.029 0.163
H 3.65258 -4.80000 4.01637 -0.108 -0.232 -0.106
H 1.97725 -5.02768 3.34499 0.143 -0.240 -0.139
H 2.42953 -3.55287 4.19335 -0.072 -0.053 0.125
C -1.66328 6.33394 0.89781 -0.190 -0.569 1.027
C -2.74109 6.96227 0.02637 0.790 0.262 -0.082
C -2.13619 6.67296 -1.34489 -0.190 0.077 1.170
O -1.53166 5.37898 -1.19448 -0.095 -0.373 -1.134
C -1.39693 5.01286 0.18372 -0.391 1.458 -0.294
H -1.97023 6.13659 1.92795 -0.038 0.201 0.013
H -0.74337 6.91926 0.92788 -0.104 0.202 -0.095
H -2.84154 8.03652 0.17977 -0.196 -0.042 0.117
H -3.69766 6.45512 0.15065 -0.030 0.043 0.023
H -1.35086 7.40603 -1.54240 0.001 0.044 -0.248
H -2.92056 6.75057 -2.09736 0.309 -0.600 -0.381
H -0.37378 4.68353 0.36468 -0.099 -0.400 -0.061
H -2.17124 4.29028 0.45013 0.275 -0.295 -0.060
C -5.28095 0.27734 0.79493 -0.631 0.723 0.072
C -3.96665 0.60905 1.50615 -1.131 -0.517 0.082
C -3.79498 2.06057 1.15773 0.632 -0.062 -0.138
O -4.27427 2.20930 -0.17673 -0.378 0.290 0.165
C -5.12869 1.09909 -0.50981 0.971 -0.904 0.614
H -6.14235 0.64581 1.36006 0.052 0.154 0.079
H -5.45652 -0.79338 0.69125 0.197 0.012 -0.423
H -3.24265 -0.05787 1.04194 0.507 0.320 0.384
H -4.05658 0.47602 2.58378 0.300 -0.228 -0.013
H -2.74361 2.35134 1.20948 -0.005 0.087 -0.201
H -4.32648 2.70928 1.85974 -0.241 0.009 -0.037
H -4.53736 0.49372 -1.20193 -0.399 -0.014 -0.418
H -6.06796 1.43534 -0.94319 0.063 0.098 -0.038
C 0.30544 -2.50096 -6.43259 -0.107 -0.970 -0.409
C -0.49228 -1.92045 -5.27244 -0.535 0.898 0.796
C 0.48545 -0.92617 -4.62328 -0.397 -0.380 -0.147
O 1.40400 -0.63718 -5.64624 1.325 0.061 -0.597
C 1.69215 -1.85855 -6.36789 -0.472 0.747 1.272
H -0.12492 -2.31172 -7.41521 -0.221 0.013 0.118
H 0.30623 -3.57844 -6.25700 0.371 -0.077 -0.498
H -0.79157 -2.67192 -4.53973 0.090 -0.142 -0.099
H -1.41468 -1.39459 -5.52315 0.078 -0.110 -0.490
H 0.90153 -1.39895 -3.73296 0.508 0.187 -0.141
H 0.06402 0.02696 -4.30782 -0.193 -0.108 -0.035
H 2.42399 -2.44226 -5.80039 -0.122 -0.200 0.168
H 2.18070 -1.60983 -7.30694 -0.357 0.145 -0.145
```
Positions in Å, forces in eV/Å.